Record 1
DFT (the ωB97M-V functional and the def2-TZVPD basis) results for a molecular structure, C5H7NO.

Properties
electronic energy	-324.5490	Eh
E_HOMO	-9.4	eV
HOMO-LUMO gap	0.373	Ha
LUMO	0.773	eV
charge	0
ΔE to the lowest compared entry with this formula, charge and spin	110.09	kcal/mol

Cartesian coordinates (Å):
O -0.37 1.75 -1.56
C 0.24 1.08 -0.75
C -0.45 0.14 0.18
C 0.00 -1.28 0.38
C 1.50 -1.41 0.37
C 1.56 -0.46 1.30
N 0.12 -0.29 1.48
H -2.75 1.57 -1.54
H 1.34 1.16 -0.68
H -1.52 0.30 0.23
H -0.73 -2.08 0.45
H -3.47 1.41 -1.46
H 2.20 -2.01 -0.20
H 2.32 0.14 1.80

Atom charges from the Löwdin analysis, given in e for atoms 1 to 2: 0.021, -0.200

***

Record 2
DFT (the ωB97M-V functional and the def2-TZVPD basis) results for a molecular structure, C30H30Br4O3P2PtS.

Properties
electronic energy	-12883.1847	Eh
E_HOMO (spin up / spin down)	-5.5 / -8.1	eV
HOMO-LUMO gap (spin up / spin down)	0.218 / 0.253	Ha
LUMO (spin up / spin down)	0.417 / -1.229	eV
charge	0
spin multiplicity	3

Cartesian coordinates (Å):
Pt -0.32 -0.36 -0.19
C -2.02 0.32 -3.20
P -2.07 0.22 -1.39
C -2.79 1.82 -0.90
C -3.42 -0.98 -1.06
C -4.66 -0.90 -1.70
C -5.66 -1.80 -1.40
C -5.44 -2.79 -0.45
C -4.21 -2.89 0.18
C -3.19 -1.98 -0.12
P -1.53 -2.09 0.66
C -1.94 -2.59 2.37
C -0.86 -3.65 0.00
H -2.92 0.79 -3.60
H -1.91 -0.68 -3.62
H -1.15 0.91 -3.49
H -3.75 1.99 -1.38
H -2.09 2.62 -1.16
H -2.89 1.83 0.19
H -4.85 -0.12 -2.43
H -6.62 -1.73 -1.90
H -6.22 -3.50 -0.20
H -4.05 -3.67 0.90
H -2.28 -3.62 2.41
H -2.70 -1.94 2.79
H -1.04 -2.50 2.99
H -1.56 -4.48 0.14
H 0.07 -3.88 0.52
H -0.64 -3.53 -1.06
Br 5.78 3.51 -0.08
C 4.45 2.22 0.24
C 4.56 1.37 1.41
Br 6.03 1.58 2.55
C 3.61 0.43 1.67
Br 3.64 -0.69 3.18
C 2.47 0.26 0.81
O 1.57 -0.58 1.03
C 2.36 1.12 -0.38
O 1.37 0.98 -1.13
C 3.40 2.10 -0.61
Br 3.16 3.17 -2.14
O -0.56 1.99 1.35
S 0.41 2.66 2.28
C 0.11 1.95 3.91
C -1.32 1.97 4.34
C -1.72 2.77 5.40
C -3.05 2.84 5.78
C -4.00 2.09 5.10
C -3.61 1.29 4.03
C -2.28 1.22 3.65
C -0.23 4.32 2.54
C -0.40 4.99 1.21
C -1.67 5.36 0.79
C -1.85 5.94 -0.46
C -0.77 6.14 -1.30
C 0.50 5.76 -0.89
C 0.69 5.19 0.36
H 0.76 2.49 4.61
H 0.51 0.94 3.80
H -0.98 3.35 5.93
H -3.35 3.46 6.61
H -5.04 2.14 5.39
H -4.35 0.71 3.49
H -1.97 0.61 2.81
H 0.49 4.83 3.19
H -1.19 4.23 3.06
H -2.51 5.18 1.44
H -2.85 6.23 -0.77
H -0.91 6.59 -2.27
H 1.35 5.89 -1.55
H 1.68 4.88 0.66

Atom charges from the Löwdin analysis, given in e for atoms 1 to 2: 0.665, -0.246

***

Record 3
DFT (the ωB97M-V functional and the def2-TZVPD basis) results for a gas-phase ion, CH6N3 (charge +1).

Properties
electronic energy	-205.6487	Eh
E_HOMO	-13.8	eV
HOMO-LUMO gap	0.328	Ha
LUMO	-4.931	eV
charge	+1
SMILES	NNC=[NH2+]
ΔE to the lowest compared entry with this formula, charge and spin	68.21	kcal/mol

Cartesian coordinates (Å):
C -0.57 0.32 -0.28
N 0.63 -0.46 0.09
N -1.83 -0.03 0.12
N 1.78 0.18 0.26
H -0.33 1.30 -0.69
H 0.65 -1.34 0.61
H -2.01 -0.98 0.35
H -2.52 0.64 -0.13
H 2.61 -0.18 -0.17
H 1.75 1.18 -0.02

Atom charges from the Löwdin analysis, given in e for atoms 1 to 2: 0.035, -0.040

***

Record 4
DFT (the ωB97M-V functional and the def2-TZVPD basis) results for a single C17H27N3O4S molecule.

Properties
electronic energy	-1527.3915	Eh
E_HOMO	-8.8	eV
HOMO-LUMO gap	0.339	Ha
LUMO	0.459	eV
charge	0
SMILES	CCN1CCN(C(=O)COc2ccc(S(=O)(=O)NC(C)C)cc2)CC1
ΔE to the lowest compared entry with this formula, charge and spin	39.87	kcal/mol

Cartesian coordinates (Å):
C -1.68 5.12 -3.35
H -2.04 6.14 -3.32
H -2.25 4.54 -2.63
H -1.85 4.72 -4.34
C -0.18 5.10 -3.00
N 0.46 3.80 -3.00
C -0.03 2.87 -2.01
H -0.10 3.38 -1.04
C 0.96 1.70 -1.89
N 1.09 1.06 -3.18
C 0.69 -0.17 -3.53
O 0.70 -0.58 -4.67
C 0.17 -1.09 -2.41
H -0.79 -0.70 -2.04
O 1.13 -1.17 -1.36
C 0.85 -1.94 -0.28
C 1.83 -1.94 0.72
C 1.64 -2.67 1.87
C 0.48 -3.40 2.04
C -0.49 -3.42 1.05
C -0.31 -2.69 -0.11
H -1.07 -2.72 -0.88
H -1.38 -4.01 1.21
S 0.17 -4.28 3.55
O 1.34 -4.21 4.38
O -0.39 -5.57 3.28
N -1.08 -3.35 4.16
H -1.73 -3.91 4.70
C -0.71 -2.10 4.80
C -1.87 -1.11 4.67
H -2.73 -1.47 5.24
H -2.15 -1.01 3.63
H -1.57 -0.14 5.06
C -0.28 -2.30 6.25
H 0.04 -1.36 6.69
H -1.12 -2.69 6.84
H 0.54 -3.01 6.29
H 0.15 -1.73 4.22
H 2.38 -2.69 2.66
H 2.73 -1.36 0.56
H 0.01 -2.07 -2.86
C 1.52 1.99 -4.21
C 0.53 3.15 -4.30
H 0.89 3.88 -5.03
H -0.45 2.76 -4.63
H 1.56 1.45 -5.15
H 2.51 2.37 -3.95
H 0.63 1.00 -1.13
H 1.94 2.10 -1.61
H -1.03 2.47 -2.26
H -0.04 5.52 -2.00
H 0.36 5.73 -3.71

Atom charges from the Löwdin analysis, given in e for atoms 1 to 2: -0.084, 0.070

***

Record 5
DFT (the ωB97M-V functional and the def2-TZVPD basis) results for 2 unconnected molecules or ions with the total composition C2H2FNO3.

Properties
electronic energy	-457.5916	Eh
E_HOMO	-9.9	eV
HOMO-LUMO gap	0.376	Ha
LUMO	0.288	eV
charge	0
ΔE to the lowest compared entry with this formula, charge and spin	52.82	kcal/mol

Cartesian coordinates (Å):
C 0.54 0.18 3.00
C 0.73 -0.04 -0.89
N 0.39 -0.34 1.93
O 0.71 0.88 3.90
O 0.76 1.24 -1.08
O -0.07 -1.56 1.53
F 2.00 -0.49 -1.10
H 0.08 1.71 -0.52
H -0.09 -1.76 0.61

Atom charges from the Löwdin analysis, given in e for atoms 1 to 2: -0.310, -0.139

***

Record 6
DFT (the ωB97M-V functional and the def2-TZVPD basis) results for a molecular structure, C38H41BrF3N8O4PtSb.

Properties
electronic energy	-5444.3386	Eh
E_HOMO (spin up / spin down)	-13.6 / -13.6	eV
HOMO-LUMO gap (spin up / spin down)	0.295 / 0.226	Ha
LUMO (spin up / spin down)	-5.571 / -7.444	eV
charge	+2
ΔE to the lowest compared entry with this formula, charge and spin	12.68	kcal/mol
spin multiplicity	5

Cartesian coordinates (Å):
Pt -0.12 1.42 -0.04
N -2.15 0.83 2.54
C -0.92 1.02 3.04
N -0.75 1.08 4.35
C 0.50 1.28 4.78
N 0.73 1.33 6.08
N 1.57 1.42 3.95
C 1.32 1.30 2.68
N 0.11 1.08 2.16
C 2.44 1.36 1.72
C 3.76 1.53 2.12
C 4.75 1.52 1.15
C 4.40 1.31 -0.17
C 3.06 1.17 -0.49
N 2.12 1.21 0.43
H -2.93 0.92 3.17
H -2.29 0.99 1.55
H -0.04 1.28 6.73
H 1.65 1.54 6.42
H 3.97 1.67 3.17
H 5.79 1.66 1.42
H 5.14 1.27 -0.95
H 2.73 1.00 -1.50
O 2.68 4.32 -0.75
C 1.56 4.52 -0.33
N 0.63 3.55 -0.05
C -0.52 4.08 0.42
O -1.45 3.30 0.68
C -0.38 5.54 0.49
C -1.20 6.57 0.93
C -0.73 7.87 0.81
C 0.53 8.14 0.28
C 1.37 7.11 -0.13
C 0.90 5.82 -0.01
H -2.17 6.36 1.35
H -1.35 8.69 1.13
H 0.86 9.16 0.18
H 2.36 7.31 -0.51
F -1.85 1.24 -6.89
C -0.77 0.80 -6.26
F 0.30 1.13 -6.98
F -0.84 -0.55 -6.27
C -0.69 1.30 -4.84
C -1.83 1.28 -4.05
C -1.71 1.66 -2.72
N -0.55 2.03 -2.19
C 0.53 2.11 -2.97
C 0.51 1.74 -4.30
H -2.78 0.98 -4.45
H -2.58 1.69 -2.07
H 1.42 2.52 -2.52
H 1.40 1.80 -4.90
Br -2.19 -4.13 -6.24
C -1.76 -3.13 -4.69
C -2.78 -2.55 -3.94
C -2.47 -1.82 -2.81
C -1.13 -1.65 -2.44
C -0.12 -2.22 -3.21
C -0.43 -2.98 -4.32
C -0.76 -0.81 -1.29
O -1.64 -0.32 -0.52
O 0.46 -0.61 -1.06
H -3.81 -2.67 -4.24
H -3.24 -1.36 -2.21
H 0.90 -2.05 -2.92
H 0.35 -3.44 -4.90
C 0.82 -4.76 -0.80
C -0.37 -4.62 0.12
C -1.68 -4.85 -0.59
Sb -0.44 -2.57 1.14
C 1.51 -2.32 2.29
C 1.64 -3.44 3.30
C 2.69 -2.24 1.35
C -2.03 -2.90 2.77
C -3.38 -2.43 2.28
C -2.03 -4.35 3.18
H 0.80 -5.74 -1.27
H 1.77 -4.68 -0.26
H 0.80 -4.02 -1.60
H -0.27 -5.28 0.98
H -1.81 -4.17 -1.43
H -2.53 -4.73 0.09
H -1.71 -5.87 -0.97
H 1.36 -1.37 2.79
H 1.75 -4.41 2.82
H 0.79 -3.47 3.97
H 2.53 -3.26 3.90
H 2.91 -3.21 0.90
H 3.57 -1.93 1.90
H 2.51 -1.52 0.55
H -1.67 -2.26 3.58
H -3.77 -3.10 1.51
H -3.33 -1.42 1.88
H -4.09 -2.43 3.11
H -2.38 -5.00 2.38
H -2.73 -4.47 4.02
H -1.06 -4.69 3.51

Atom charges from the Löwdin analysis, given in e for atoms 1 to 2: 1.464, 0.199

***

Record 7
DFT (the ωB97M-V functional and the def2-TZVPD basis) results for 2 unconnected molecules or ions with the total composition C5H8N2O2S.

Properties
electronic energy	-853.3650	Eh
E_HOMO	-9.3	eV
HOMO-LUMO gap	0.312	Ha
LUMO	-0.837	eV
charge	0
ΔE to the lowest compared entry with this formula, charge and spin	111.92	kcal/mol

Cartesian coordinates (Å):
C 0.88 1.45 0.42
C 0.44 0.54 -0.53
C -0.28 2.07 0.84
C 1.48 -0.30 -1.23
C -0.58 2.93 2.14
N -0.89 0.68 -0.72
N -1.15 -3.20 1.78
O 1.12 -1.83 1.60
O -1.40 1.56 0.12
S -0.29 -2.02 1.16
H 1.93 0.30 -2.03
H 2.22 -0.77 -0.57
H 0.82 -1.06 -1.71
H -0.36 3.92 2.18
H -1.56 2.89 2.50
H 0.03 2.42 2.96
H -0.81 -3.95 2.35
H 1.84 2.02 0.53

Atom charges from the Löwdin analysis, given in e for atoms 1 to 2: -0.031, -0.415

***

Record 8
DFT (the ωB97M-V functional and the def2-TZVPD basis) results for 2 unconnected molecules or ions with the total composition C10H17N2O.

Properties
electronic energy	-575.5993	Eh
E_HOMO	-11.9	eV
HOMO-LUMO gap	0.313	Ha
LUMO	-3.357	eV
charge	+1
ΔE to the lowest compared entry with this formula, charge and spin	102.77	kcal/mol

Cartesian coordinates (Å):
C 4.52 0.13 0.20
C 3.24 -0.39 0.47
C 4.29 1.05 -0.76
C 2.39 0.39 -0.19
C 0.41 1.95 0.40
C -1.02 2.03 0.81
C 0.69 0.50 0.05
C -1.01 0.19 -0.52
C -1.36 -0.98 -1.26
C -3.21 1.42 -0.15
N -1.77 1.15 -0.10
N 0.11 -3.38 0.36
O 2.99 1.18 -1.02
H 5.43 -0.20 0.43
H 3.06 -1.14 1.35
H 4.94 1.51 -1.50
H 0.48 2.64 -0.54
H 1.09 2.44 1.24
H -1.18 1.61 1.87
H -1.51 3.09 0.85
H 0.71 -0.16 0.91
H -0.93 -1.98 -0.96
H -1.01 -0.69 -2.20
H -2.42 -1.13 -1.60
H -3.64 0.77 -0.94
H -3.67 1.17 0.79
H -3.47 2.47 -0.35
H 0.63 -2.93 1.02
H 0.64 -4.06 -0.02
H -0.82 -3.75 0.74

Atom charges from the Löwdin analysis, given in e for atoms 1 to 2: -0.035, -0.044

***

- charge of number 5 (C2H2FNO3)?
  0